(1)
Computed, not measured: a cluster of 4 separate species, C4H17NO4S2 in total at a distorted geometry, with ωB97M-V/def2-TZVPD.

* SMILES string: CN[C@@H](CO)CSS.O.O.O
* ΔE to the lowest compared entry with this formula, charge and spin: 0.0 kJ/mol
* Kohn-Sham gap: 9.61 eV
* lowest unoccupied orbital energy: 0.55 eV
* DFT total energy: -1314.67469 a.u.

```
! RIJCOSX wB97M-V def2-TZVPD def2/J DEFGRID3
* xyz 0 1
S -0.314 1.899 -4.003
S 0.216 2.032 -2.043
C -0.559 0.605 -1.227
C 0.501 -0.084 -0.365
C 1.395 -1.015 -1.186
O 2.778 -0.805 -0.885
N -0.093 -0.608 0.885
C -0.709 -1.932 0.853
H -1.459 2.594 -3.986
H -0.979 -0.131 -1.909
H -1.348 0.925 -0.570
H 1.226 0.612 0.042
H 1.220 -2.067 -0.996
H 1.200 -0.882 -2.251
H 3.184 -0.286 -1.587
H 0.630 -0.608 1.594
H -1.726 -1.857 0.460
H -0.870 -2.283 1.861
H -0.176 -2.649 0.228
H 3.559 -0.041 2.473
H 3.120 0.166 1.004
O 2.859 0.334 1.920
H -1.177 0.518 2.041
H -0.806 1.541 3.094
O -1.551 1.267 2.549
H -2.683 1.155 1.032
H -4.181 0.890 0.588
O -3.257 0.712 0.383
*
```

Electronic structure analysis, natural (NBO) charges in units of e:
1. S -0.133
2. S 0.094
3. C -0.554
4. C -0.099
5. C -0.088
6. O -0.751
7. N -0.656
8. C -0.427
9. H 0.123
10. H 0.228
11. H 0.256
12. H 0.219
13. H 0.183
14. H 0.180
15. H 0.481
16. H 0.387
17. H 0.205
18. H 0.209
19. H 0.170
20. H 0.475
21. H 0.493
22. O -0.970
23. H 0.496
24. H 0.478
25. O -0.993
26. H 0.500
27. H 0.477
28. O -0.982

(2)
Computed, not measured: a structure of composition C4H17NPSiV at a distorted geometry, with ωB97M-V/def2-TZVPD.

* Kohn-Sham gap: 5.72 eV
* lowest unoccupied orbital energy: -10.88 eV
* DFT total energy: -1791.12338 a.u.

```
! RIJCOSX wB97M-V def2-TZVPD def2/J DEFGRID3
* xyz 2 1
C -2.219 -0.548 0.635
Si -0.780 0.347 -0.359
C -0.551 2.057 0.417
C -1.358 0.630 -2.216
P 0.905 -1.025 -0.377
C 2.084 0.117 0.584
N 1.842 0.200 2.076
H -1.800 -0.685 1.741
H -3.233 0.034 0.586
H -2.277 -1.632 0.169
H 0.446 2.302 0.963
H -0.690 2.886 -0.430
H -1.419 2.221 1.220
H -1.728 1.762 -2.288
H -2.265 -0.043 -2.518
H -0.480 0.478 -2.985
H 0.436 -1.569 0.903
H 0.044 -2.033 -1.009
H 1.364 -0.533 -1.685
H 1.970 -1.992 -0.443
H 2.122 1.185 0.051
H 3.183 -0.323 0.442
H 1.845 -0.743 2.524
H 0.926 0.637 2.318
V 1.631 -3.731 -0.319
*
```

Electronic structure analysis, natural (NBO) charges in units of e:
1. C -1.108
2. Si 1.575
3. C -1.187
4. C -1.119
5. P 0.079
6. C -0.508
7. N -0.719
8. H 0.252
9. H 0.311
10. H 0.240
11. H 0.268
12. H 0.307
13. H 0.306
14. H 0.294
15. H 0.284
16. H 0.266
17. H -0.119
18. H -0.028
19. H -0.037
20. H -0.029
21. H 0.284
22. H 0.267
23. H 0.384
24. H 0.391
25. V 1.346

(3)
Computed, not measured: a cluster of 10 separate species, C4H18BO17 in total at a distorted geometry, with ωB97M-V/def2-TZVPD.

* ΔE to the lowest compared entry with this formula, charge and spin: 116.4 kJ/mol
* Kohn-Sham gap: 9.91 eV
* lowest unoccupied orbital energy: 1.52 eV
* DFT total energy: -1467.49529 a.u.

```
! RIJCOSX wB97M-V def2-TZVPD def2/J DEFGRID3
* xyz -1 1
O 0.717 3.546 -1.120
C 0.418 2.536 -0.445
O 1.254 1.504 -0.231
B 0.538 0.364 0.403
O -0.867 0.831 0.413
C -0.972 2.073 -0.063
O -2.026 2.684 -0.136
O 0.946 -0.001 1.765
C 1.360 -1.275 1.779
O 1.713 -1.914 2.752
C 1.177 -1.792 0.345
O 0.688 -0.889 -0.349
O 1.440 -2.958 0.010
O 1.681 -2.950 -3.551
H 2.134 -3.498 -4.192
H 2.250 -2.959 -2.782
O 2.405 -5.221 1.612
H 2.221 -4.659 0.860
H 1.580 -5.253 2.096
O 1.512 6.118 0.071
H 1.405 5.822 0.975
H 1.522 5.312 -0.445
O -4.994 2.958 0.042
H -4.931 2.664 -0.866
H -4.091 3.150 0.295
O 2.995 0.025 -2.690
H 2.237 -0.384 -2.273
H 2.694 0.901 -2.929
O 0.115 -2.384 4.840
H 0.568 -2.101 4.046
H 0.817 -2.605 5.452
O -1.365 3.951 -3.008
H -0.924 3.593 -2.238
H -2.132 4.404 -2.657
O -3.525 -0.034 0.227
H -2.683 0.375 0.427
H -3.551 -0.813 0.783
O -1.783 -3.633 0.434
H -0.949 -3.852 0.849
H -1.593 -3.635 -0.504
*
```

Electronic structure analysis, natural (NBO) charges in units of e:
1. O -0.585
2. C 0.688
3. O -0.636
4. B 1.173
5. O -0.662
6. C 0.685
7. O -0.559
8. O -0.643
9. C 0.698
10. O -0.571
11. C 0.700
12. O -0.612
13. O -0.629
14. O -0.937
15. H 0.462
16. H 0.475
17. O -0.956
18. H 0.490
19. H 0.462
20. O -0.950
21. H 0.459
22. H 0.489
23. O -0.950
24. H 0.467
25. H 0.483
26. O -0.944
27. H 0.473
28. H 0.471
29. O -0.962
30. H 0.484
31. H 0.459
32. O -0.950
33. H 0.477
34. H 0.465
35. O -0.955
36. H 0.478
37. H 0.466
38. O -0.945
39. H 0.471
40. H 0.475

(4)
Computed, not measured: a cluster of 10 separate species, C4H18BO17 in total at a distorted geometry, with ωB97M-V/def2-TZVPD.

* ΔE to the lowest compared entry with this formula, charge and spin: 228.0 kJ/mol
* Kohn-Sham gap: 9.89 eV
* lowest unoccupied orbital energy: 2.28 eV
* DFT total energy: -1467.45277 a.u.

```
! RIJCOSX wB97M-V def2-TZVPD def2/J DEFGRID3
* xyz -1 1
O 2.220 1.749 1.100
C 1.198 1.215 0.708
O -0.088 1.386 1.057
B -0.960 0.515 0.233
O -0.047 -0.279 -0.578
C 1.203 0.226 -0.482
O 2.230 -0.086 -1.167
O -1.901 1.281 -0.607
C -3.029 0.807 -0.526
O -4.046 1.247 -1.079
C -2.985 -0.312 0.527
O -1.786 -0.410 0.929
O -3.999 -0.929 0.957
O 4.356 -1.888 -5.347
H 3.626 -1.613 -4.792
H 5.081 -2.026 -4.738
O -6.573 -4.374 0.069
H -6.044 -3.685 0.473
H -6.689 -5.025 0.761
O 1.867 5.923 2.735
H 2.668 5.967 2.212
H 1.212 5.555 2.142
O -2.448 -0.605 5.142
H -2.342 -0.826 4.216
H -2.485 -1.451 5.588
O -2.514 -0.926 -4.511
H -3.151 -0.978 -3.798
H -2.698 -1.691 -5.054
O 6.641 2.475 0.214
H 6.762 2.462 1.164
H 5.691 2.466 0.093
O -0.301 1.940 -4.326
H -0.687 1.065 -4.291
H -1.016 2.527 -4.077
O 4.351 0.680 5.095
H 3.735 1.130 4.517
H 4.239 -0.248 4.890
O -0.736 -4.665 0.174
H 0.193 -4.889 0.119
H -0.749 -3.712 0.259
*
```

Electronic structure analysis, natural (NBO) charges in units of e:
1. O -0.557
2. C 0.691
3. O -0.649
4. B 1.152
5. O -0.659
6. C 0.670
7. O -0.565
8. O -0.608
9. C 0.670
10. O -0.593
11. C 0.674
12. O -0.635
13. O -0.592
14. O -0.943
15. H 0.477
16. H 0.466
17. O -0.941
18. H 0.480
19. H 0.461
20. O -0.939
21. H 0.466
22. H 0.473
23. O -0.939
24. H 0.478
25. H 0.461
26. O -0.945
27. H 0.478
28. H 0.468
29. O -0.944
30. H 0.466
31. H 0.478
32. O -0.949
33. H 0.482
34. H 0.467
35. O -0.943
36. H 0.477
37. H 0.466
38. O -0.941
39. H 0.464
40. H 0.477